A structure of composition C35H47BrN4P2Zn in a non-equilibrium geometry. Source: the OMol25 dataset; level of theory: ωB97M-V with the def2-TZVPD basis set.

Calculated values
max |F|: 2.780 eV Å⁻¹
orbital gap: 5.2 eV

Structure (ORCA input):
```
! RIJCOSX wB97M-V def2-TZVPD def2/J DEFGRID3
* xyz 2 1
N 6.597 -7.677 0.688
C 5.706 -7.641 1.677
C 4.656 -6.708 1.729
C 4.578 -5.688 0.740
C 5.565 -5.724 -0.292
C 6.517 -6.771 -0.292
C 3.484 -4.702 0.736
Zn 0.384 0.230 0.162
P -3.552 1.279 -3.434
C 3.441 -3.635 -0.119
C 2.279 -2.778 -0.379
C 1.911 -2.418 -1.694
C 0.558 -2.074 -1.987
C -0.394 -2.133 -0.939
C 0.097 -2.014 0.422
C 1.419 -2.480 0.678
Br -2.282 -2.304 -1.059
H 2.692 -4.939 1.462
H 4.323 -3.518 -0.760
H 3.926 -6.802 2.535
H 5.566 -4.992 -1.113
H 5.838 -8.381 2.470
H 7.262 -6.840 -1.095
H 2.703 -2.571 -2.440
H 1.786 -2.681 1.687
H 0.212 -1.770 -2.981
H -0.634 -1.920 1.243
P 1.586 1.848 -0.755
C -4.321 -0.311 -2.923
C -5.275 -0.981 -3.922
H -4.846 -0.116 -1.974
H -3.467 -0.973 -2.697
H -5.693 -1.889 -3.468
H -6.107 -0.319 -4.188
H -4.758 -1.278 -4.841
C -2.125 0.910 -4.524
C -2.118 1.717 -5.845
H -2.214 -0.163 -4.769
H -1.191 1.084 -3.968
H -1.304 1.347 -6.484
H -3.060 1.597 -6.401
H -1.943 2.791 -5.687
C -3.147 2.253 -1.899
C -4.301 3.226 -1.685
H -2.195 2.752 -2.138
H -2.997 1.612 -1.013
H -3.962 4.059 -1.081
H -4.694 3.602 -2.631
H -5.113 2.731 -1.157
C 1.308 3.529 -0.111
C 2.581 4.278 0.312
H 0.647 3.416 0.767
H 0.739 4.101 -0.869
H 2.949 3.909 1.280
H 3.391 4.168 -0.423
H 2.371 5.352 0.425
C 1.150 1.782 -2.527
C 2.144 1.004 -3.385
H 1.029 2.835 -2.831
H 0.150 1.311 -2.573
H 3.182 1.247 -3.121
H 2.006 -0.083 -3.282
H 1.987 1.270 -4.437
C 3.259 1.174 -0.488
C 3.736 0.976 0.965
H 3.942 1.804 -1.082
H 3.241 0.187 -0.982
H 4.820 1.221 0.993
H 3.216 1.613 1.715
H 3.622 -0.089 1.276
N -6.454 2.878 8.203
C -5.575 2.704 7.448
C -4.547 2.472 6.475
C -3.198 2.662 6.809
C -2.199 2.389 5.864
C -2.578 1.996 4.570
C -3.925 1.869 4.204
C -4.904 2.047 5.186
N -1.592 1.604 3.642
C -0.317 1.127 3.977
C 0.265 0.696 2.832
N -0.640 0.894 1.778
C -1.728 1.487 2.289
H -2.911 3.011 7.800
H -1.130 2.490 6.092
H -4.210 1.586 3.186
H -5.959 1.860 4.968
H 0.063 1.121 4.988
H 1.267 0.309 2.663
H -2.590 1.947 1.810
*
```

These are the Mulliken partial charges, in e, on atoms 1 to 2: atom 1 (N): -0.547, atom 2 (C): -0.316

A structure of composition C35H47Cl3N5O2SeV in a non-equilibrium geometry. Source: the OMol25 dataset; level of theory: ωB97M-V with the def2-TZVPD basis set.

Calculated values
max |F|: 3.930 eV Å⁻¹
orbital gap (spin up / spin down): 4.5 / 5.6 eV

Structure (ORCA input):
```
! RIJCOSX wB97M-V def2-TZVPD def2/J DEFGRID3
* xyz -1 4
V -2.274 -0.053 -1.578
Cl -2.990 6.179 -4.928
C -3.179 4.650 -4.160
C -2.075 3.773 -3.927
C -2.178 2.684 -3.137
Cl -0.845 1.692 -2.726
C -3.426 2.367 -2.622
O -3.612 1.409 -1.809
C -4.577 3.134 -2.992
Cl -6.087 2.423 -2.593
C -4.469 4.304 -3.747
H -1.143 4.097 -4.467
H -5.352 4.997 -3.912
C -1.885 -1.259 -2.878
H -1.217 -1.041 -3.763
H -2.102 -2.331 -2.929
C -2.443 2.489 0.807
C -2.136 1.062 1.158
O -1.462 0.319 0.307
C -2.411 0.566 2.473
C -2.055 -0.738 2.941
C -2.269 -1.064 4.239
C -2.922 -0.173 5.121
C -3.319 1.079 4.700
C -3.165 1.419 3.373
H -1.652 2.852 0.140
H -2.432 3.114 1.702
H -3.490 2.594 0.429
H -1.462 -1.399 2.296
H -1.897 -2.057 4.572
H -2.875 -0.343 6.205
H -3.864 1.710 5.374
H -3.667 2.365 2.985
C 5.029 -4.487 1.996
C 5.910 -3.456 1.330
C 5.364 -2.835 0.038
C 4.051 -2.087 0.214
N 4.156 -0.670 0.468
C 3.894 0.336 -0.416
Se 3.676 0.078 -2.236
N 3.942 1.526 0.222
C 3.556 2.839 -0.345
C 4.667 3.906 -0.156
C 6.086 3.435 -0.599
C 6.181 3.290 -2.152
C 4.133 1.305 1.606
C 4.063 2.089 2.726
C 4.219 1.484 3.951
C 4.390 0.095 4.088
C 4.400 -0.728 2.970
C 4.300 -0.083 1.730
H 5.613 -4.882 2.840
H 4.750 -5.345 1.327
H 4.128 -4.074 2.485
H 6.802 -3.965 0.962
H 6.201 -2.675 2.072
H 5.183 -3.634 -0.692
H 6.145 -2.188 -0.365
H 3.397 -2.465 0.985
H 3.547 -2.133 -0.801
H 2.666 3.199 0.180
H 3.294 2.655 -1.408
H 4.742 4.156 0.916
H 4.360 4.846 -0.621
H 6.282 2.438 -0.156
H 6.756 4.213 -0.248
H 5.459 2.506 -2.417
H 7.188 3.051 -2.552
H 5.832 4.220 -2.721
H 3.796 3.162 2.590
H 4.211 2.108 4.841
H 4.569 -0.297 5.088
H 4.553 -1.835 3.044
C -2.814 -3.505 0.158
N -3.760 -3.339 -0.924
C -3.759 -4.365 -1.898
C -4.414 -2.137 -1.083
N -3.908 -1.012 -0.655
N -5.623 -2.289 -1.739
C -6.394 -1.115 -2.158
C -6.470 -3.521 -1.667
H -2.818 -4.496 0.643
H -3.039 -2.732 0.927
H -1.768 -3.346 -0.133
H -2.860 -4.232 -2.585
H -4.663 -4.389 -2.526
H -3.582 -5.323 -1.412
H -4.561 -0.237 -0.691
H -6.820 -0.491 -1.324
H -7.277 -1.523 -2.674
H -5.826 -0.460 -2.835
H -5.967 -4.349 -1.201
H -6.893 -3.742 -2.672
H -7.345 -3.317 -0.994
*
```

These are the Mulliken partial charges, in e, on atoms 1 to 2: atom 1 (V): 0.005, atom 2 (Cl): -0.271

A structure of composition C35H47Cl3N5O2SeV in a non-equilibrium geometry. Source: the OMol25 dataset; level of theory: ωB97M-V with the def2-TZVPD basis set.

Calculated values
max |F|: 3.761 eV Å⁻¹
orbital gap (spin up / spin down): 4.5 / 6.5 eV

Structure (ORCA input):
```
! RIJCOSX wB97M-V def2-TZVPD def2/J DEFGRID3
* xyz -1 4
V 1.027 -0.364 1.940
Cl 7.269 -4.099 2.430
C 5.807 -3.303 2.697
C 4.650 -3.595 1.903
C 3.576 -2.788 2.048
Cl 2.187 -2.725 0.969
C 3.520 -1.826 3.109
O 2.486 -1.049 3.262
C 4.685 -1.611 4.013
Cl 4.314 -0.884 5.523
C 5.775 -2.401 3.835
H 4.623 -4.332 1.076
H 6.534 -2.452 4.569
C -2.295 -0.555 -2.101
H -2.852 0.012 -1.376
H -2.316 -1.594 -1.995
C -0.241 -2.902 4.220
C -0.975 -2.391 3.058
O -0.553 -1.564 2.182
C -2.321 -2.941 2.894
C -3.318 -2.206 2.153
C -4.633 -2.653 2.123
C -5.021 -3.815 2.835
C -4.021 -4.629 3.437
C -2.712 -4.132 3.524
H -0.864 -3.067 5.086
H 0.577 -2.225 4.503
H 0.218 -3.898 4.050
H -3.003 -1.321 1.581
H -5.371 -2.083 1.624
H -6.080 -4.089 2.765
H -4.290 -5.576 3.870
H -2.017 -4.789 3.980
C -1.968 5.455 -2.812
C -1.222 4.145 -2.395
C -2.204 2.969 -2.062
C -2.652 2.115 -3.256
N -1.697 1.154 -3.728
C -1.435 -0.023 -3.065
Se 1.100 0.963 0.163
N -0.423 -0.701 -3.719
C -0.098 -2.056 -3.292
C 1.186 -2.677 -3.827
C 2.445 -1.964 -3.443
C 3.741 -2.732 -3.815
C -0.078 0.051 -4.854
C 0.630 -0.336 -6.006
C 0.381 0.385 -7.154
C -0.412 1.518 -7.185
C -0.956 1.979 -6.013
C -0.821 1.220 -4.842
H -1.212 6.218 -3.139
H -2.461 5.999 -1.960
H -2.760 5.277 -3.542
H -0.571 4.284 -1.520
H -0.513 3.974 -3.266
H -3.105 3.413 -1.668
H -1.658 2.346 -1.257
H -2.993 2.770 -4.076
H -3.485 1.524 -2.939
H -0.921 -2.743 -3.666
H -0.163 -2.064 -2.205
H 1.075 -2.818 -4.927
H 1.200 -3.728 -3.432
H 2.283 -1.816 -2.365
H 2.613 -0.955 -3.849
H 3.539 -3.762 -4.085
H 4.480 -2.745 -2.971
H 4.186 -2.281 -4.715
H 1.351 -1.176 -6.011
H 0.990 0.175 -8.056
H -0.649 2.029 -8.094
H -1.570 2.862 -6.056
C -1.911 1.282 2.652
N -0.966 2.356 2.886
C -1.360 3.621 2.201
C 0.236 2.060 3.434
N 0.706 0.819 3.556
N 0.967 3.129 3.806
C 2.398 3.082 3.592
C 0.438 4.317 4.448
H -2.915 1.754 2.831
H -1.730 0.508 3.353
H -1.885 0.946 1.618
H -2.068 3.265 1.487
H -0.473 4.163 1.803
H -1.821 4.250 2.966
H 1.517 0.802 4.204
H 2.912 2.486 4.340
H 2.712 4.106 3.659
H 2.632 2.742 2.602
H -0.623 4.357 4.578
H 0.843 5.166 3.868
H 0.853 4.389 5.433
*
```

These are the Mulliken partial charges, in e, on atoms 1 to 2: atom 1 (V): 0.429, atom 2 (Cl): -0.258

A cluster of 9 separate species, C35H47F24NO17 in total in a non-equilibrium geometry. Source: the OMol25 dataset; level of theory: ωB97M-V with the def2-TZVPD basis set.

Calculated values
max |F|: 3.913 eV Å⁻¹
orbital gap: 9.9 eV

Structure (ORCA input):
```
! RIJCOSX wB97M-V def2-TZVPD def2/J DEFGRID3
* xyz 0 1
C -4.108 -0.042 -2.311
C -3.323 -0.417 -3.627
O -2.029 -0.942 -3.266
C -1.165 -1.135 -4.213
O -1.394 -1.091 -5.375
C 0.175 -1.751 -3.705
F 1.217 -1.109 -4.292
F 0.277 -1.801 -2.382
F 0.223 -3.082 -4.092
H -4.207 -0.966 -1.725
H -5.094 0.214 -2.608
H -3.535 0.681 -1.752
H -3.115 0.439 -4.270
H -3.773 -1.188 -4.294
C -6.665 -3.680 0.514
C -5.518 -4.527 -0.079
O -4.289 -3.761 -0.233
C -3.352 -3.907 0.657
O -3.383 -4.616 1.684
C -2.062 -3.007 0.332
F -1.831 -2.190 1.378
F -0.983 -3.788 0.145
F -2.186 -2.207 -0.697
H -6.374 -3.327 1.507
H -7.509 -4.380 0.754
H -6.980 -2.929 -0.237
H -5.796 -4.901 -1.050
H -5.285 -5.461 0.473
C -0.376 -0.977 5.136
C -1.428 -0.299 4.319
O -2.657 -0.963 4.696
C -3.713 -0.777 3.898
O -3.724 -0.055 2.958
C -4.897 -1.683 4.382
F -5.075 -2.632 3.487
F -4.691 -2.281 5.530
F -5.939 -0.867 4.366
H -0.506 -0.566 6.113
H 0.641 -0.680 4.920
H -0.483 -2.024 5.094
H -1.236 -0.347 3.220
H -1.514 0.739 4.654
C 4.424 6.386 -0.970
C 5.716 6.080 -0.259
O 6.004 4.664 -0.438
C 7.232 4.280 -0.436
O 8.242 4.950 -0.369
C 7.392 2.732 -0.560
F 8.516 2.402 -1.184
F 7.478 2.209 0.714
F 6.350 2.112 -1.112
H 3.535 6.020 -0.432
H 4.553 5.944 -1.975
H 4.388 7.453 -1.172
H 5.744 6.164 0.816
H 6.580 6.699 -0.610
C -0.974 5.472 -6.013
C -0.060 4.253 -6.141
O 0.153 3.842 -4.766
C -0.645 2.863 -4.389
O -1.322 2.174 -5.133
C -0.466 2.491 -2.903
F -1.694 2.227 -2.341
F 0.284 1.365 -2.812
F 0.099 3.448 -2.168
H -1.886 5.218 -5.412
H -1.340 5.666 -7.021
H -0.610 6.382 -5.571
H 0.906 4.618 -6.470
H -0.369 3.430 -6.751
C 8.198 -1.462 0.599
C 7.092 -2.441 0.781
O 6.033 -2.041 -0.197
C 4.790 -1.999 0.306
O 4.452 -2.382 1.370
C 3.864 -1.231 -0.685
F 3.629 -2.013 -1.765
F 2.660 -0.996 -0.107
F 4.313 -0.071 -1.130
H 8.658 -1.498 -0.407
H 8.990 -1.780 1.341
H 7.888 -0.479 0.923
H 6.693 -2.311 1.804
H 7.393 -3.472 0.525
C -1.147 1.251 0.887
C 0.022 0.284 0.431
O 1.078 1.239 0.135
C 1.882 1.301 1.157
O 1.827 0.656 2.194
C 3.082 2.206 0.861
F 3.183 2.440 -0.440
F 2.911 3.395 1.450
F 4.157 1.672 1.371
H -2.093 0.725 0.862
H -1.101 2.104 0.207
H -0.975 1.613 1.926
H -0.145 -0.232 -0.499
H 0.382 -0.459 1.162
C 1.581 -2.588 2.556
C 2.192 -3.530 3.572
O 1.725 -4.881 3.305
C 0.509 -5.125 3.774
O -0.152 -4.416 4.458
C -0.018 -6.415 3.131
F -0.514 -6.225 1.919
F 1.033 -7.291 2.967
F -0.990 -6.945 3.888
H 1.762 -3.048 1.558
H 2.016 -1.583 2.611
H 0.508 -2.413 2.793
H 2.059 -3.213 4.618
H 3.267 -3.538 3.432
C -5.008 1.428 0.941
N -5.189 2.153 -0.336
C -6.384 1.804 -1.147
C -4.227 2.954 -0.844
O -4.245 3.473 -1.942
H -5.890 1.449 1.545
H -4.156 1.889 1.452
H -4.685 0.430 0.690
H -7.313 2.047 -0.619
H -6.340 2.409 -2.016
H -6.386 0.762 -1.387
H -3.436 3.134 -0.113
*
```

These are the Mulliken partial charges, in e, on atoms 1 to 2: atom 1 (C): 0.038, atom 2 (C): -0.904

A structure of composition C35H47N5O2PtS. Source: the OMol25 dataset; level of theory: ωB97M-V with the def2-TZVPD basis set.

Calculated values
max |F|: 0.720 eV Å⁻¹
orbital gap (spin up / spin down): 7.4 / 5.1 eV

Structure (ORCA input):
```
! RIJCOSX wB97M-V def2-TZVPD def2/J DEFGRID3
* xyz 2 5
Pt -1.816 0.123 -0.517
C 4.020 2.464 -4.994
C 3.543 1.204 -4.270
C 3.112 0.151 -5.311
C 4.703 0.647 -3.426
C 2.336 1.472 -3.397
C 1.911 0.437 -2.500
C 0.746 0.560 -1.746
N 0.256 -0.277 -0.815
C 0.547 -1.662 -0.490
C 0.606 -3.416 -1.712
C -0.207 -4.427 -0.840
C -0.049 -4.012 1.729
C -0.052 -2.706 2.021
C 0.436 -1.637 1.092
O 0.801 -0.569 1.524
C -0.529 -2.201 3.400
C -1.171 -3.329 4.215
C -1.595 -1.105 3.244
C 0.665 -1.675 4.217
C -0.698 -5.707 -1.559
C -1.641 -6.497 -0.644
C -1.482 -5.328 -2.821
C 0.510 -6.562 -1.946
C -0.024 1.783 -1.867
O -1.081 1.895 -1.146
C 0.414 2.847 -2.727
C 1.607 2.638 -3.447
C -0.376 4.127 -2.856
C 0.219 5.064 -3.909
C -0.341 4.849 -1.488
C -1.836 3.820 -3.255
H 4.889 2.218 -5.602
H 4.317 3.246 -4.292
H 3.261 2.863 -5.668
H 3.974 -0.123 -5.919
H 2.336 0.542 -5.970
H 2.736 -0.760 -4.839
H 5.588 0.567 -4.056
H 4.504 -0.355 -3.040
H 4.947 1.304 -2.590
H 2.535 -0.432 -2.407
H 0.752 -3.672 -2.756
H -0.414 -4.683 2.494
H -2.031 -3.772 3.707
H -1.525 -2.915 5.158
H -0.461 -4.120 4.462
H -2.501 -1.507 2.785
H -1.241 -0.253 2.663
H -1.867 -0.732 4.233
H 1.455 -2.427 4.269
H 0.332 -1.474 5.236
H 1.081 -0.760 3.807
H -2.418 -5.858 -0.215
H -1.123 -7.003 0.171
H -2.147 -7.269 -1.224
H -2.410 -4.807 -2.573
H -1.752 -6.231 -3.368
H -0.910 -4.700 -3.506
H 1.144 -6.801 -1.090
H 1.129 -6.067 -2.698
H 0.171 -7.506 -2.373
H 1.954 3.437 -4.081
H 1.219 5.409 -3.639
H -0.414 5.947 -3.984
H 0.255 4.605 -4.899
H 0.675 5.152 -1.233
H -0.739 4.232 -0.685
H -0.953 5.748 -1.562
H -1.880 3.184 -4.141
H -2.326 4.761 -3.500
H -2.392 3.347 -2.450
N -5.783 -0.208 1.118
C -4.559 -0.405 0.618
S -3.719 1.018 -0.027
N -4.005 -1.565 0.583
N -2.757 -1.632 0.008
C -2.332 -2.903 -0.019
C -1.210 -3.283 -0.705
C 0.519 -4.728 0.522
C 2.004 -4.444 0.534
C 2.542 -3.401 -0.080
C 1.708 -2.602 -1.023
N -0.416 -2.372 -1.393
H -6.203 0.704 1.153
H -6.304 -0.996 1.469
H -2.949 -3.618 0.509
H 0.383 -5.789 0.714
H 2.607 -5.074 1.176
H 3.589 -3.158 0.036
H 2.349 -2.104 -1.740
*
```

These are the Mulliken partial charges, in e, on atoms 1 to 2: atom 1 (Pt): 0.930, atom 2 (C): -2.083